Density functional theory data (ωB97M-V/def2-TZVPD) for C14H27F3InO9S as an isolated structure at a distorted geometry.

Values from the calculation:
Net charge = -1
Highest occupied orbital energy = -4.89 eV
LUMO energy = 2.5 eV
Frontier orbital gap = 7.4 eV
Energy = -2114.6717 hartree

CARTESIAN COORDINATES (ANGSTROEM)
C (2.174, 0.380, 0.931)
O (1.379, -0.271, 1.880)
C (-0.006, -0.300, 1.456)
In (-0.393, -1.539, -0.409)
C (-2.415, -2.473, -0.062)
C (-3.007, -3.166, -1.311)
O (-4.071, -2.457, -1.951)
C (-5.206, -2.312, -1.171)
C (-5.935, -3.618, -0.821)
F (-5.624, -4.631, -1.556)
F (-5.802, -3.918, 0.451)
F (-7.251, -3.435, -0.992)
C (1.166, -3.118, -0.710)
O (1.153, -3.539, -2.116)
C (1.961, -4.542, -2.422)
C (3.227, -4.774, -1.626)
O (1.726, -5.232, -3.342)
C (-0.547, -0.064, -2.111)
S (0.982, 0.366, -2.894)
O (0.961, 1.797, -3.107)
O (1.145, -0.353, -4.120)
H (2.965, 0.920, 1.435)
H (2.601, -0.361, 0.246)
H (1.606, 1.078, 0.313)
H (-0.577, -0.706, 2.285)
H (-0.344, 0.732, 1.304)
H (-2.269, -3.234, 0.696)
H (-3.036, -1.681, 0.344)
H (-3.267, -4.195, -1.056)
H (-2.229, -3.238, -2.057)
H (-5.048, -1.772, -0.239)
H (-5.907, -1.728, -1.752)
H (2.130, -2.667, -0.501)
H (0.969, -3.962, -0.059)
H (3.860, -3.894, -1.712)
H (3.740, -5.624, -2.042)
H (3.028, -4.976, -0.583)
H (-0.970, 0.850, -1.723)
H (-1.212, -0.435, -2.883)
H (2.019, 0.147, -2.040)
C (2.426, 7.088, 3.951)
C (2.524, 5.581, 4.065)
O (1.479, 4.921, 3.343)
C (1.624, 4.895, 2.012)
O (2.550, 5.357, 1.395)
O (0.568, 4.274, 1.497)
C (0.536, 4.242, 0.064)
H (1.438, 7.430, 4.265)
H (3.182, 7.567, 4.574)
H (2.572, 7.416, 2.923)
H (2.399, 5.280, 5.104)
H (3.496, 5.215, 3.733)
H (1.452, 3.817, -0.338)
H (0.376, 5.248, -0.323)
H (-0.297, 3.614, -0.236)



Density functional theory data (ωB97M-V/def2-TZVPD) for C6H5IrO6 as an isolated structure at a distorted geometry.

Values from the calculation:
Net charge = +3
Highest occupied orbital energy (spin up / spin down) = -19.16 / -26.02 eV
Relative energy (zero: lowest compared OMol25 entry of this formula, charge and spin) = 23.7 kJ/mol
LUMO energy (spin up / spin down) = -13.1 / -19.6 eV
Frontier orbital gap (spin up / spin down) = 6.1 / 6.5 eV
2S+1 = 6
Energy = -785.7130 hartree

CARTESIAN COORDINATES (ANGSTROEM)
O (2.676, -1.270, 0.544)
C (1.644, -0.990, 0.138)
Ir (-0.139, -0.464, -0.653)
O (1.118, 2.076, -2.053)
C (0.658, 1.127, -1.585)
C (-2.010, 0.159, -1.101)
O (-3.062, 0.496, -1.432)
C (-1.055, -1.938, 0.470)
O (-2.205, -2.282, 0.547)
C (0.011, -1.685, -2.156)
O (0.064, -2.477, -2.997)
H (-0.309, -2.478, 1.117)
C (0.651, 1.928, 1.445)
O (-0.263, 0.839, 1.219)
H (0.385, 2.743, 0.756)
H (1.672, 1.578, 1.214)
H (0.601, 2.282, 2.487)
H (-0.438, 0.357, 2.039)



Density functional theory data (ωB97M-V/def2-TZVPD) for one molecule with the formula C3H5N3O at a distorted geometry.

Values from the calculation:
Highest occupied orbital energy = -9.55 eV
Relative energy (zero: lowest compared OMol25 entry of this formula, charge and spin) = 261.0 kJ/mol
Structure (SMILES) = [H]/N=C/N/C(C=O)=N/[H]
LUMO energy = -0.6 eV
Frontier orbital gap = 8.9 eV
Energy = -356.7580 hartree

CARTESIAN COORDINATES (ANGSTROEM)
C (-1.510, 0.273, -0.661)
C (0.780, -0.139, 0.108)
C (1.552, 0.002, 1.335)
H (-2.485, 0.164, -2.198)
H (-2.395, -0.143, -0.005)
H (-0.824, 0.534, 1.206)
H (2.035, -0.962, -0.909)
H (2.658, -0.294, 1.327)
N (-1.463, 0.369, -1.938)
N (-0.512, 0.308, 0.289)
N (1.101, -0.610, -0.950)
O (1.064, 0.498, 2.397)



Density functional theory data (ωB97M-V/def2-TZVPD) for C23H23Br24ClINO2 as an isolated structure.

Values from the calculation:
Highest occupied orbital energy = -8.61 eV
LUMO energy = -1.3 eV
Frontier orbital gap = 7.3 eV
Energy = -63629.5848 hartree

CARTESIAN COORDINATES (ANGSTROEM)
C (1.897, -1.430, -0.283)
C (1.964, -2.836, -0.889)
N (0.682, -3.563, -0.892)
C (-0.036, -3.591, 0.285)
C (0.602, -3.721, 1.529)
C (-0.123, -3.754, 2.696)
Cl (0.727, -3.911, 4.197)
C (-1.506, -3.660, 2.715)
C (-2.148, -3.545, 1.502)
C (-1.450, -3.510, 0.287)
C (-2.231, -3.382, -0.957)
O (-1.778, -3.596, -2.071)
C (-3.655, -2.989, -0.843)
C (-4.334, -3.014, 0.303)
C (-5.780, -2.631, 0.406)
C (-5.983, -1.241, 1.033)
C (-6.288, -0.147, -0.002)
I (-7.706, -1.381, 2.364)
C (-3.637, -3.432, 1.547)
O (-4.268, -3.643, 2.560)
H (2.433, -1.413, 0.667)
H (0.875, -1.093, -0.119)
H (2.397, -0.689, -0.906)
H (2.729, -3.449, -0.416)
H (2.257, -2.752, -1.935)
H (0.101, -3.216, -1.643)
H (1.675, -3.814, 1.640)
H (-2.077, -3.686, 3.630)
H (-4.136, -2.705, -1.771)
H (-6.249, -2.702, -0.573)
H (-6.258, -3.379, 1.035)
H (-5.165, -0.959, 1.687)
H (-5.451, 0.545, -0.118)
H (-6.493, -0.583, -0.978)
H (-7.146, 0.453, 0.282)
C (-6.537, -6.875, -1.042)
Br (-5.210, -5.472, -0.957)
Br (-6.283, -8.161, 0.362)
Br (-8.308, -6.125, -1.010)
H (-6.422, -7.395, -1.982)
C (2.026, 2.960, 0.448)
Br (3.050, 3.114, -1.174)
Br (0.280, 2.222, 0.136)
Br (2.994, 1.970, 1.775)
H (1.887, 3.960, 0.833)
C (5.912, 4.758, -3.064)
Br (5.902, 2.841, -3.243)
Br (6.872, 5.308, -1.490)
Br (6.578, 5.617, -4.649)
H (4.886, 5.071, -2.934)
C (-2.902, 4.864, -0.635)
Br (-2.132, 5.680, 0.924)
Br (-1.660, 4.841, -2.096)
Br (-3.555, 3.091, -0.244)
H (-3.754, 5.458, -0.933)
C (-2.094, 4.737, 4.939)
Br (-1.040, 6.250, 4.385)
Br (-1.523, 3.130, 4.051)
Br (-2.091, 4.539, 6.849)
H (-3.112, 4.929, 4.634)
C (5.704, 4.366, 3.973)
Br (5.607, 4.587, 2.066)
Br (5.662, 2.509, 4.475)
Br (7.239, 5.258, 4.710)
H (4.827, 4.833, 4.398)
C (6.520, 6.959, -8.965)
Br (7.149, 5.535, -10.091)
Br (4.719, 6.651, -8.370)
Br (7.707, 7.264, -7.482)
H (6.513, 7.861, -9.559)
C (6.037, -3.840, 0.916)
Br (7.264, -4.291, 2.322)
Br (4.231, -3.691, 1.568)
Br (6.565, -2.242, -0.013)
H (6.052, -4.650, 0.202)



Density functional theory data (ωB97M-V/def2-TZVPD) for an isolated ion of composition C3H6OP and charge +1 at a distorted geometry.

Values from the calculation:
Net charge = +1
Highest occupied orbital energy = -14.84 eV
Relative energy (zero: lowest compared OMol25 entry of this formula, charge and spin) = 155.3 kJ/mol
LUMO energy = -6.5 eV
Frontier orbital gap = 8.3 eV
Energy = -534.1221 hartree

CARTESIAN COORDINATES (ANGSTROEM)
C (-0.095, -0.233, 1.149)
C (-0.955, 0.248, -1.681)
C (1.268, 0.218, 0.646)
O (-0.386, -0.819, -1.382)
P (0.485, -1.509, -0.057)
H (-1.080, 0.226, 1.116)
H (-0.047, -0.620, 2.157)
H (-1.020, 1.074, -0.906)
H (-1.725, 0.150, -2.458)
H (1.466, 1.061, 0.090)
H (2.089, 0.205, 1.325)



Density functional theory data (ωB97M-V/def2-TZVPD) for a 2-piece molecular cluster, C5H10BrClO3PS overall.

Values from the calculation:
Net charge = -1
Highest occupied orbital energy = -3.34 eV
LUMO energy = 2.7 eV
Frontier orbital gap = 6.1 eV
Energy = -4196.0432 hartree

CARTESIAN COORDINATES (ANGSTROEM)
O (1.542, 2.474, -0.467)
P (0.459, 3.368, -1.391)
Cl (1.485, 5.242, -0.973)
C (-1.013, 3.310, -0.545)
Br (-1.396, 4.372, 1.048)
H (1.537, 2.785, 0.452)
H (-1.836, 3.487, -1.230)
C (1.241, -1.650, 0.082)
C (0.385, -2.902, 0.339)
C (-0.946, -2.424, 0.928)
S (-1.207, -0.755, 0.269)
O (-1.177, 0.136, 1.397)
O (-2.320, -0.771, -0.644)
C (0.339, -0.641, -0.616)
H (2.120, -1.875, -0.520)
H (1.584, -1.236, 1.033)
H (0.208, -3.422, -0.605)
H (0.883, -3.601, 1.011)
H (-1.795, -3.039, 0.638)
H (-0.907, -2.331, 2.011)
H (0.678, 0.395, -0.567)
H (0.136, -0.922, -1.650)



Density functional theory data (ωB97M-V/def2-TZVPD) for C40H58B2BeBrClF3KMgN6O18PSi as an isolated structure at a distorted geometry.

Values from the calculation:
Net charge = +1
Highest occupied orbital energy = -7.64 eV
LUMO energy = -6.6 eV
Frontier orbital gap = 1.1 eV
Energy = -8070.1784 hartree

CARTESIAN COORDINATES (ANGSTROEM)
C (-4.094, -0.460, -3.360)
C (-2.944, -1.445, -3.433)
C (-1.732, -0.836, -2.730)
O (-0.771, -1.873, -2.524)
C (0.064, -1.942, -1.334)
B (1.434, -1.142, -1.714)
O (1.495, -0.365, -2.845)
O (2.553, -1.259, -0.963)
N (-0.580, -1.386, -0.148)
Si (-0.095, 0.172, 0.597)
C (-1.378, 0.703, 1.857)
C (1.502, 0.088, 1.597)
C (-0.020, 1.653, -0.559)
C (-1.399, -2.251, 0.541)
N (-2.702, -2.041, 0.650)
N (-3.241, -0.883, 0.098)
C (-3.647, -2.996, 1.323)
N (-4.923, -2.920, 0.677)
C (-6.029, -2.503, 1.541)
N (-0.835, -3.436, 1.040)
P (-0.382, -3.467, 2.746)
O (-0.668, -1.951, 3.177)
Cl (-1.957, -4.458, 3.689)
C (0.207, -4.063, 0.168)
O (1.428, -3.977, 0.842)
C (2.170, -5.133, 1.101)
C (1.476, -6.487, 1.388)
C (2.526, -7.590, 1.937)
O (0.406, -6.460, 2.316)
C (0.223, -3.477, -1.272)
B (-1.096, -4.121, -2.036)
C (-1.234, -4.436, -3.552)
O (-2.224, -4.375, -1.247)
C (1.424, -4.074, -1.993)
F (1.536, -3.673, -3.273)
F (2.636, -3.930, -1.409)
F (1.211, -5.446, -2.007)
H (-3.888, 0.351, -4.040)
H (-5.055, -0.890, -3.613)
H (-4.178, 0.008, -2.386)
H (-3.221, -2.297, -2.803)
H (-2.700, -1.747, -4.443)
H (-1.335, -0.085, -3.414)
H (-2.097, -0.305, -1.867)
H (0.886, 0.386, -2.815)
H (3.316, -0.895, -1.436)
H (-2.001, -0.095, 2.241)
H (-2.056, 1.409, 1.383)
H (-0.905, 1.226, 2.683)
H (1.824, -0.951, 1.601)
H (2.287, 0.695, 1.164)
H (1.314, 0.345, 2.632)
H (1.025, 2.001, -0.599)
H (-0.608, 2.479, -0.172)
H (-0.375, 1.446, -1.564)
H (-3.906, -0.458, 0.732)
H (-3.654, -1.092, -0.805)
H (-3.731, -2.722, 2.368)
H (-3.279, -4.002, 1.208)
H (-5.122, -3.793, 0.212)
H (-6.309, -3.284, 2.246)
H (-5.798, -1.576, 2.052)
H (-6.898, -2.313, 0.920)
H (-1.440, -1.846, 3.756)
H (-0.146, -5.078, 0.033)
H (2.950, -5.361, 0.336)
H (2.761, -4.906, 1.998)
H (1.139, -6.895, 0.437)
H (3.469, -7.134, 2.204)
H (2.725, -8.375, 1.212)
H (2.065, -8.083, 2.782)
H (-0.327, -6.966, 1.938)
H (-2.272, -4.502, -3.851)
H (-0.735, -3.716, -4.187)
H (-0.753, -5.395, -3.755)
H (-2.213, -5.292, -0.936)
C (-5.097, 1.857, -7.393)
C (-4.640, 0.680, -6.449)
O (-3.419, 0.467, -6.431)
O (-5.586, 0.145, -5.854)
H (-4.237, 2.296, -7.889)
H (-5.788, 1.468, -8.137)
H (-5.600, 2.610, -6.792)
Mg (4.023, -7.788, 0.080)
C (1.643, 1.701, 8.460)
C (0.598, 0.945, 7.942)
C (-0.017, 1.329, 6.761)
C (0.430, 2.467, 6.116)
C (1.462, 3.236, 6.619)
C (2.071, 2.846, 7.802)
N (-0.206, 2.869, 4.850)
O (-1.128, 2.183, 4.431)
O (0.226, 3.857, 4.284)
H (2.123, 1.396, 9.380)
H (0.264, 0.055, 8.457)
H (-0.830, 0.748, 6.354)
H (1.791, 4.124, 6.102)
H (2.880, 3.435, 8.208)
C (2.686, 10.124, -1.666)
C (3.964, 10.228, -1.132)
C (4.736, 9.090, -0.907)
C (4.229, 7.845, -1.201)
C (2.927, 7.728, -1.721)
C (2.162, 8.880, -1.963)
C (2.365, 6.442, -2.003)
O (1.154, 6.492, -2.485)
C (3.113, 5.218, -1.715)
C (2.550, 3.939, -1.873)
C (3.284, 2.804, -1.603)
C (4.598, 2.912, -1.170)
C (5.169, 4.167, -0.986)
C (4.439, 5.310, -1.240)
C (5.069, 6.636, -0.976)
O (6.206, 6.726, -0.581)
H (2.098, 11.012, -1.846)
H (4.367, 11.202, -0.891)
H (5.734, 9.176, -0.499)
H (1.168, 8.796, -2.375)
H (1.539, 3.815, -2.198)
H (2.830, 1.833, -1.738)
H (5.179, 2.023, -0.964)
H (6.187, 4.259, -0.635)
C (-3.368, 3.725, -1.776)
O (-4.207, 4.551, -2.186)
O (-3.576, 3.330, -0.452)
O (-2.421, 3.237, -2.385)
H (-4.358, 3.871, -0.257)
Br (0.667, 5.442, -3.938)
O (-2.606, 3.893, 2.008)
H (-1.878, 3.366, 2.372)
Be (6.144, -5.935, 1.527)
O (5.523, -8.744, 2.815)
H (6.321, -9.113, 2.425)
K (3.939, -5.260, 2.973)



Density functional theory data (ωB97M-V/def2-TZVPD) for a 5-piece molecular cluster, C13H27Cl9FNOPS overall.

Values from the calculation:
Net charge = +1
Highest occupied orbital energy = -12.86 eV
LUMO energy = -3.1 eV
Frontier orbital gap = 9.7 eV
Energy = -5622.4738 hartree

CARTESIAN COORDINATES (ANGSTROEM)
N (1.874, 3.866, 1.998)
C (2.008, 2.863, 1.260)
C (0.893, 2.211, 0.453)
S (-0.103, 1.207, 1.592)
C (0.947, -0.256, 1.805)
C (0.437, -1.160, 2.932)
C (0.071, -0.409, 4.195)
F (1.079, 0.498, 4.493)
P (-1.986, 0.371, 0.725)
O (-2.916, 1.652, 0.884)
Cl (-1.508, 0.384, -1.258)
H (0.907, 4.203, 1.998)
H (2.990, 2.397, 1.173)
H (1.322, 1.550, -0.301)
H (0.250, 2.965, -0.002)
H (1.931, 0.141, 2.050)
H (0.968, -0.769, 0.844)
H (-0.417, -1.744, 2.581)
H (1.246, -1.861, 3.135)
H (-0.869, 0.144, 4.100)
H (-0.043, -1.099, 5.032)
H (-2.533, 2.521, 0.655)
Cl (-4.114, 4.943, 2.668)
C (-2.654, 5.958, 2.612)
C (-2.163, 6.142, 1.201)
Cl (-1.557, 4.592, 0.511)
H (-1.900, 5.491, 3.241)
H (-2.906, 6.931, 3.030)
H (-1.328, 6.839, 1.171)
H (-2.947, 6.495, 0.537)
Cl (3.603, -0.636, -0.545)
C (4.188, -2.309, -0.822)
C (3.153, -3.337, -0.460)
Cl (2.829, -3.389, 1.298)
H (5.100, -2.428, -0.242)
H (4.422, -2.411, -1.880)
H (3.508, -4.324, -0.752)
H (2.208, -3.145, -0.961)
Cl (2.604, -5.605, -4.318)
C (3.124, -4.114, -5.143)
C (4.624, -3.992, -5.214)
Cl (5.345, -3.758, -3.595)
H (2.687, -3.274, -4.608)
H (2.714, -4.140, -6.152)
H (4.892, -3.125, -5.814)
H (5.082, -4.877, -5.647)
Cl (-7.162, -3.079, -0.722)
C (-6.634, -1.551, -1.462)
C (-5.139, -1.380, -1.386)
Cl (-4.586, -1.142, 0.304)
H (-7.152, -0.738, -0.959)
H (-6.937, -1.571, -2.507)
H (-4.835, -0.497, -1.947)
H (-4.617, -2.248, -1.778)



Density functional theory data (ωB97M-V/def2-TZVPD) for C4H10N2 as an isolated structure at a distorted geometry.

Values from the calculation:
Highest occupied orbital energy = -7.11 eV
Relative energy (zero: lowest compared OMol25 entry of this formula, charge and spin) = 333.6 kJ/mol
LUMO energy = 0.9 eV
Frontier orbital gap = 8.0 eV
Energy = -267.7983 hartree

CARTESIAN COORDINATES (ANGSTROEM)
C (0.527, -0.223, -0.149)
C (0.084, 0.411, -1.372)
C (-0.373, -0.758, 0.744)
C (0.051, -1.563, 1.929)
N (1.064, 1.659, -0.194)
N (-1.215, 0.768, -1.608)
H (1.527, -0.640, -0.193)
H (0.693, 0.246, -2.263)
H (-1.425, -0.506, 0.672)
H (-1.963, 0.374, -1.057)
H (-1.451, 1.113, -2.526)
H (1.675, 2.189, -0.814)
H (0.299, 2.266, 0.089)
H (0.042, -0.972, 2.852)
H (1.069, -1.941, 1.807)
H (-0.605, -2.424, 2.083)



Density functional theory data (ωB97M-V/def2-TZVPD) for one molecule with the formula CH2O3S2 at a distorted geometry.

Values from the calculation:
Highest occupied orbital energy (spin up / spin down) = -6.92 / -9.96 eV
Relative energy (zero: lowest compared OMol25 entry of this formula, charge and spin) = 221.5 kJ/mol
LUMO energy (spin up / spin down) = 0.0 / -5.0 eV
Frontier orbital gap (spin up / spin down) = 6.9 / 5.0 eV
2S+1 = 3
Energy = -1061.1629 hartree

CARTESIAN COORDINATES (ANGSTROEM)
C (-0.458, 0.231, -0.212)
O (-0.550, -0.067, 0.954)
O (1.855, -0.299, 2.019)
O (1.401, -1.122, -0.185)
S (-1.800, 1.190, -0.725)
S (1.043, -1.210, 1.174)
H (0.203, -0.223, -1.023)
H (-1.693, 1.500, -2.002)



Please write out number 5 again, unchanged.
Density functional theory data (ωB97M-V/def2-TZVPD) for an isolated ion of composition C3H6OP and charge +1 at a distorted geometry.

Values from the calculation:
Net charge = +1
Highest occupied orbital energy = -14.84 eV
Relative energy (zero: lowest compared OMol25 entry of this formula, charge and spin) = 155.3 kJ/mol
LUMO energy = -6.5 eV
Frontier orbital gap = 8.3 eV
Energy = -534.1221 hartree

CARTESIAN COORDINATES (ANGSTROEM)
C (-0.095, -0.233, 1.149)
C (-0.955, 0.248, -1.681)
C (1.268, 0.218, 0.646)
O (-0.386, -0.819, -1.382)
P (0.485, -1.509, -0.057)
H (-1.080, 0.226, 1.116)
H (-0.047, -0.620, 2.157)
H (-1.020, 1.074, -0.906)
H (-1.725, 0.150, -2.458)
H (1.466, 1.061, 0.090)
H (2.089, 0.205, 1.325)